[1]
# C60H70F6N5O4

An isolated ion of composition C60H70F6N5O4 and charge +1 at a distorted geometry (wB97M-V/def2-TZVPD, the Open Molecules 2025 dataset).

```
145
C60H70F6N5O4, DFT wB97M-V/def2-TZVPD
C -0.07722 1.61758 -2.24272
C 1.34958 1.81001 -1.72819
C 1.62174 3.29252 -1.45686
C 2.38905 1.16905 -2.65130
C 3.27083 1.95468 -3.40168
C 4.03476 1.38752 -4.41816
C 3.98821 0.01356 -4.63848
C 3.18972 -0.81241 -3.84388
C 3.20662 -2.31688 -4.12019
C 4.55191 -2.94015 -3.76531
C 2.78206 -2.61729 -5.55360
C 2.42037 -0.23281 -2.82584
N 1.58198 -1.09029 -2.00781
N 0.62506 -1.84384 -2.61141
N 0.10556 -2.61827 -1.62456
C -0.78163 -3.71191 -1.93938
C -0.46653 -5.03876 -1.56386
C 0.95642 -5.42903 -1.15719
C 1.86606 -5.60253 -2.37052
C 1.00727 -6.62164 -0.20608
C -1.47015 -6.00313 -1.68128
C -2.67864 -5.69400 -2.29921
C -2.89895 -4.42116 -2.81486
C -1.94824 -3.41094 -2.65255
C -2.23484 -2.01725 -3.20880
C -3.37218 -1.33453 -2.46201
C -2.45533 -2.02448 -4.71751
C 0.73277 -2.33817 -0.41007
C 0.27689 -3.00238 0.80984
C -1.11079 -3.20937 1.00337
C -1.59539 -3.87702 2.10933
C -3.08847 -3.99196 2.26576
F -3.47276 -5.10820 2.94216
F -3.61419 -2.90882 2.94148
F -3.72328 -4.01877 1.04484
C -0.72709 -4.39003 3.06776
C 0.63565 -4.21913 2.87664
C 1.55971 -4.78209 3.92497
F 2.84382 -4.92582 3.47864
F 1.60402 -3.96076 5.03171
F 1.13825 -6.00950 4.35826
C 1.15393 -3.53047 1.78761
C 1.67726 -1.40007 -0.65803
C 2.81856 -0.93162 0.18941
H -0.27531 0.56706 -2.48726
H -0.81352 1.93734 -1.48937
H -0.23465 2.21344 -3.15517
H 1.42610 1.27925 -0.76517
H 2.61326 3.43569 -1.00578
H 1.56612 3.87973 -2.38490
H 0.87508 3.70289 -0.76188
H 3.35435 3.01959 -3.19000
H 4.66302 2.01926 -5.04523
H 4.59469 -0.44278 -5.42159
H 2.45458 -2.75479 -3.46068
H 4.79030 -2.76323 -2.70943
H 4.53182 -4.02334 -3.93084
H 5.35909 -2.51034 -4.37316
H 1.80554 -2.15934 -5.75191
H 3.51073 -2.21144 -6.26593
H 2.69058 -3.69715 -5.71600
H 1.36089 -4.58291 -0.59457
H 1.85423 -4.70012 -2.99523
H 2.89946 -5.77658 -2.04449
H 1.54216 -6.44914 -2.99198
H 0.33868 -6.46099 0.65018
H 0.72728 -7.55273 -0.71453
H 2.02680 -6.73715 0.18571
H -1.29821 -7.01685 -1.31563
H -3.44985 -6.46075 -2.39285
H -3.82572 -4.19723 -3.34525
H -1.32666 -1.43344 -3.04780
H -3.18737 -1.33902 -1.37916
H -3.46658 -0.29304 -2.79076
H -4.32013 -1.85532 -2.65112
H -1.58935 -2.46418 -5.22387
H -3.35044 -2.59714 -4.98494
H -2.57262 -0.99480 -5.07095
H -1.81275 -2.85323 0.24738
H -1.10648 -4.91797 3.93466
H 2.23083 -3.46361 1.63047
H 3.18303 -1.85296 0.68719
H 3.64754 -0.64733 -0.49509
C -5.29402 6.45464 3.62304
O -4.68078 7.29182 2.62152
C -3.37709 7.09637 2.29371
C -2.52424 6.13064 2.83369
C -1.43977 5.67371 2.08402
C -0.74070 4.38073 2.44257
C -1.28542 3.21073 1.59232
C -2.75943 2.95013 1.92379
O -3.73210 3.61183 1.55515
N -2.80479 1.78476 2.64123
C -4.05937 1.29648 3.17997
C -1.52650 1.06725 2.72600
C -0.95344 1.08230 4.15341
C -1.67768 -0.38230 2.27822
N -0.68902 1.89203 1.84277
C 0.62414 1.61889 1.54787
C 1.27988 0.44223 1.74696
C 2.66865 0.13363 1.22692
C 3.68018 -0.23923 2.35798
C 5.01652 0.17239 2.25858
C 5.97294 -0.29987 3.16684
C 5.58219 -1.17764 4.18695
C 4.25539 -1.60330 4.28403
C 3.29778 -1.10716 3.38749
C -1.02776 6.38249 0.95319
C -1.81271 7.42346 0.44465
O -1.67554 8.01965 -0.76907
C -0.47228 7.80349 -1.53336
C -2.95494 7.83854 1.16606
O -3.77415 8.80063 0.64911
C -4.75975 8.39578 -0.35354
H -6.34877 6.73872 3.60480
H -5.18323 5.38916 3.37198
H -4.86393 6.66166 4.61350
H -2.78146 5.65573 3.78574
H 0.34353 4.45629 2.25806
H -0.90258 4.12050 3.50421
H -1.19790 3.45867 0.51799
H -4.86417 1.93967 2.81317
H -4.24730 0.26766 2.85140
H -4.05526 1.31928 4.27910
H -1.02454 2.08687 4.59183
H -1.50253 0.36436 4.77553
H 0.10363 0.79054 4.12226
H -1.75913 -0.44170 1.18568
H -0.82252 -0.97665 2.60903
H -2.56446 -0.83954 2.73307
H 1.16782 2.47495 1.12394
H 0.84695 -0.34830 2.35806
H 3.03062 1.08045 0.78545
H 5.30272 0.85980 1.45239
H 7.01719 0.01463 3.06877
H 6.31768 -1.54629 4.90484
H 3.94324 -2.32257 5.04824
H 2.24980 -1.39695 3.49292
H -0.11981 6.07621 0.42321
H -0.58765 8.44959 -2.40535
H 0.42088 8.09614 -0.96109
H -0.38726 6.75321 -1.85119
H -5.28460 9.31748 -0.60264
H -4.24615 7.98997 -1.23118
H -5.44586 7.66055 0.08068
```

## Properties
Charge: +1
Orbital gap: 5.79 eV

---

[2]
# C60H70O3P2SbTeTi

C60H70O3P2SbTeTi as an isolated structure at a distorted geometry (wB97M-V/def2-TZVPD, the Open Molecules 2025 dataset).

```
138
C60H70O3P2SbTeTi, DFT wB97M-V/def2-TZVPD
Ti -0.19631 -0.28156 -0.59450
O 1.47058 -1.21171 0.72609
C 2.40488 -0.17967 1.18247
C 1.64311 1.14759 1.00747
O 2.01770 2.16824 1.50981
O 0.54836 1.05365 0.25860
C 2.80935 -0.33699 2.65595
C 3.82160 0.46514 3.18187
C 4.21562 0.32047 4.50027
C 3.61018 -0.62351 5.31661
C 2.60233 -1.41917 4.80179
C 2.20108 -1.27137 3.47945
C 3.68742 -0.22263 0.34721
C 4.44281 0.92104 0.11039
C 5.66941 0.82983 -0.53338
C 6.14857 -0.39877 -0.95679
C 5.39770 -1.54215 -0.72843
C 4.17909 -1.45643 -0.07435
H 1.80732 -2.04209 1.08177
H 4.31267 1.20354 2.56856
H 5.00396 0.94826 4.89362
H 3.91807 -0.73470 6.34773
H 2.11745 -2.15525 5.42704
H 1.40657 -1.89647 3.11218
H 4.08395 1.88582 0.44052
H 6.25327 1.72626 -0.69661
H 7.10755 -0.47069 -1.45176
H 5.76881 -2.50953 -1.04007
H 3.63624 -2.37483 0.11641
C -1.94848 -3.50564 -0.32364
C -2.69606 -2.65899 0.70547
P -1.70839 -1.20581 1.34743
C -3.04273 0.00248 1.63610
C -4.20192 -0.35946 2.32021
C -5.21369 0.57034 2.50679
C -5.07034 1.86512 2.02733
C -3.91677 2.23448 1.35111
C -2.91101 1.30262 1.14744
C -1.31965 -1.89132 2.99336
C -1.66126 -1.25036 4.17818
C -1.37307 -1.85263 5.39411
C -0.74519 -3.08826 5.43528
C -0.39945 -3.73210 4.25414
C -0.67769 -3.13070 3.03810
P -1.25279 -2.44851 -1.67380
C -2.80992 -1.58677 -2.09770
C -3.89774 -2.22381 -2.68571
C -5.07708 -1.52236 -2.88141
C -5.17901 -0.19210 -2.49121
C -4.09229 0.45829 -1.92761
C -2.91512 -0.24415 -1.74213
C -1.05695 -3.64190 -3.03742
C -0.98350 -3.14099 -4.33760
C -0.78494 -3.99116 -5.41095
C -0.65264 -5.35684 -5.19504
C -0.74392 -5.86155 -3.90731
C -0.93239 -5.01239 -2.82611
H -2.63543 -4.21187 -0.79261
H -1.13897 -4.07464 0.14010
H -2.97688 -3.27775 1.55674
H -3.60660 -2.25973 0.25923
H -4.31047 -1.35922 2.72322
H -6.11120 0.28591 3.03975
H -5.86093 2.58816 2.17752
H -3.79568 3.24889 0.99275
H -2.00398 1.59659 0.62720
H -2.16587 -0.29527 4.15244
H -1.64626 -1.35232 6.31429
H -0.52786 -3.55661 6.38613
H 0.09598 -4.69370 4.28357
H -0.38996 -3.62483 2.11498
H -3.82410 -3.25999 -2.99300
H -5.92293 -2.01904 -3.33766
H -6.10387 0.34788 -2.64122
H -4.16619 1.49943 -1.64399
H -2.02538 0.25615 -1.32838
H -1.11193 -2.08162 -4.51378
H -0.73207 -3.59011 -6.41448
H -0.47270 -6.02756 -6.02403
H -0.66379 -6.92645 -3.73473
H -0.99027 -5.43512 -1.83203
C 2.66891 3.29716 -1.55552
C 1.76389 3.33244 -2.77561
C 0.68240 4.38738 -2.58464
C 2.57565 3.60457 -4.03467
Sb 0.73694 1.31229 -2.92624
C -0.87838 1.77191 -4.45518
C -0.32340 2.52497 -5.65640
C -1.47448 0.45167 -4.92463
C -1.95097 2.59497 -3.73048
C 2.26879 -0.14100 -3.79610
C 2.08627 -0.34474 -5.29333
C 3.68462 0.33347 -3.50527
C 2.01642 -1.44862 -3.05808
H 3.17829 4.26258 -1.47042
H 3.43517 2.52846 -1.65143
H 2.10699 3.14219 -0.63479
H 1.17171 5.33652 -2.34748
H 0.01320 4.14741 -1.75567
H 0.09897 4.54330 -3.48983
H 2.83503 4.66707 -4.05345
H 2.02769 3.38428 -4.94873
H 3.50675 3.04214 -4.04025
H 0.53020 2.00777 -6.09654
H -0.03427 3.54253 -5.40017
H -1.09877 2.59413 -6.42591
H -0.74157 -0.14906 -5.46149
H -2.29294 0.64980 -5.62425
H -1.88935 -0.11972 -4.09622
H -1.76116 3.66311 -3.81581
H -2.02267 2.35239 -2.66686
H -2.92928 2.40354 -4.17962
H 2.29116 0.57139 -5.84823
H 1.08634 -0.69675 -5.54392
H 2.79288 -1.10576 -5.64032
H 3.94628 1.20694 -4.09906
H 4.38530 -0.46268 -3.77608
H 3.83657 0.55394 -2.44852
H 1.06470 -1.88576 -3.35716
H 2.03949 -1.31383 -1.97146
H 2.79969 -2.17001 -3.31234
C -2.05244 2.42735 4.50110
Te -0.35190 2.05460 3.22947
C 0.78046 2.11356 5.05573
C -0.20438 2.23688 6.18472
C 0.24220 2.21058 7.50502
C -0.65410 2.34129 8.55091
C -2.00907 2.50251 8.28873
C -2.45869 2.52603 6.98045
C -1.56127 2.38962 5.92288
H -2.85300 1.70100 4.34234
H -2.46839 3.40815 4.26909
H 1.46232 2.96300 5.02460
H 1.37767 1.21010 5.15189
H 1.30156 2.09451 7.70233
H -0.30028 2.32210 9.57314
H -2.70918 2.61284 9.10600
H -3.51254 2.65846 6.76439
```

## Properties
Multiplicity: 2
Charge: +2
Orbital gap (alpha / beta): 5.50 / 5.83 eV

---

[3]
# C60H81BClN4O7P

A 7-piece molecular cluster, C60H81BClN4O7P overall at a distorted geometry (wB97M-V/def2-TZVPD, the Open Molecules 2025 dataset).

```
155
C60H81BClN4O7P, DFT wB97M-V/def2-TZVPD
C 5.17263 3.39779 4.35017
C 5.38720 3.68136 2.86924
O 5.94579 2.53436 2.25134
C 5.61868 2.31979 0.89445
C 5.27308 0.86725 0.68570
O 4.20864 0.52770 1.57389
C 3.46250 -0.60206 1.21410
C 1.95595 -0.31809 1.48645
O 1.84642 0.56017 2.61994
C 1.63013 1.83026 2.46472
N 1.34449 2.92024 2.36590
C 1.37564 0.23020 0.19491
C 2.12463 1.10799 -0.80666
O 2.62514 0.36385 -1.67063
O 2.10833 2.31930 -0.61828
N 0.22229 -0.28335 -0.05244
C -0.40756 -0.05438 -1.35993
C -0.91993 1.33418 -1.69491
C -1.57013 1.26587 -3.08044
Cl -2.11659 1.97204 -0.53627
C -0.29083 -1.19215 1.02873
C -1.03632 -2.39344 0.42292
C -2.55041 -2.36650 0.31106
O -3.00931 -1.17595 -0.30309
C -4.21762 -0.66965 0.23868
C -5.44648 -1.37117 -0.31069
B -1.13484 -0.43223 2.15969
N -1.01001 1.01075 2.32974
O -1.95504 -1.24281 2.90298
C 1.09342 -1.60576 1.68272
C 1.71245 -2.86437 1.02927
C 2.03650 -2.84262 -0.48434
C 3.48554 -3.19656 -0.87215
N 3.80327 -2.71647 -2.22171
P 0.98501 -1.90464 3.58129
C 2.72848 -1.90370 4.13370
C 0.62168 -3.68441 3.84185
C -0.84486 -4.10288 3.84101
H 5.46959 4.24678 4.96561
H 4.12513 3.18780 4.56594
H 5.75462 2.52586 4.64838
H 6.07099 4.52950 2.75504
H 4.44400 3.94178 2.40196
H 4.76653 2.92680 0.58126
H 6.47217 2.57839 0.25708
H 4.96011 0.71584 -0.34989
H 6.14973 0.25373 0.91601
H 3.59104 -0.83701 0.15930
H 3.80384 -1.47426 1.77608
H 0.36957 -0.25945 -2.10051
H -1.19733 -0.78192 -1.52219
H -0.11586 2.06423 -1.72002
H -1.54219 2.23354 -3.57177
H -1.08771 0.50543 -3.69576
H -2.61094 0.95901 -2.97449
H -0.82518 -3.26375 1.04287
H -0.61161 -2.62932 -0.55406
H -2.83743 -3.23178 -0.30023
H -3.02959 -2.50749 1.27999
H -4.19387 -0.71702 1.33272
H -4.26720 0.38687 -0.02554
H -6.34371 -0.84111 0.00921
H -5.50023 -2.41460 -0.00608
H -5.41700 -1.30533 -1.39932
H -1.85500 1.49043 2.03884
H -0.85588 1.24705 3.30790
H -1.97427 -0.96086 3.82585
H 1.02917 -3.68767 1.21713
H 2.62472 -3.14438 1.56078
H 1.79418 -1.90990 -0.98286
H 1.43131 -3.61007 -0.97720
H 3.56028 -4.28475 -0.90270
H 4.20651 -2.77955 -0.17346
H 3.74737 -1.69943 -2.21496
H 3.03151 -3.00654 -2.81711
H 3.25400 -0.99779 3.85266
H 3.27355 -2.75704 3.72360
H 2.68025 -1.98338 5.21853
H 1.20028 -4.33921 3.18443
H 1.02711 -3.86503 4.84179
H -1.27208 -4.16601 2.84325
H -0.92188 -5.10080 4.27758
H -1.45015 -3.44477 4.46138
C -5.22476 5.47366 -3.97715
C -6.53079 5.00786 -3.91308
C -6.86672 4.00930 -3.00928
C -5.89828 3.48252 -2.16562
C -4.59196 3.94912 -2.22649
C -4.25643 4.94349 -3.13546
H -4.96196 6.25121 -4.68272
H -7.28734 5.42315 -4.56641
H -7.88469 3.64310 -2.96270
H -6.16283 2.70618 -1.45772
H -3.83539 3.53495 -1.57174
H -3.23781 5.30704 -3.18556
C -0.71894 -5.55496 -2.26640
C 0.30338 -5.61135 -3.20424
C 0.32121 -6.62893 -4.14786
C -0.68750 -7.58173 -4.15901
C -1.71141 -7.52206 -3.22365
C -1.72580 -6.51038 -2.27421
H -0.73017 -4.76357 -1.52592
H 1.08769 -4.86386 -3.20003
H 1.12188 -6.67729 -4.87479
H -0.67529 -8.37266 -4.89740
H -2.49771 -8.26538 -3.23416
H -2.52142 -6.46660 -1.54140
C -8.80324 5.96620 -0.63192
C -9.58046 5.34901 0.33856
C -10.52508 6.08208 1.04353
C -10.69626 7.43279 0.77421
C -9.92077 8.05031 -0.19734
C -8.97297 7.31766 -0.89824
H -8.06515 5.39698 -1.18007
H -9.44977 4.29431 0.54568
H -11.12801 5.60124 1.80312
H -11.43432 8.00446 1.32188
H -10.05496 9.10354 -0.40757
H -8.36432 7.79889 -1.65316
C 0.86823 -2.00211 -4.94090
C 0.82682 -3.09787 -5.79154
C 1.55310 -3.08325 -6.97405
C 2.32655 -1.97726 -7.29865
C 2.37274 -0.88487 -6.44409
C 1.64053 -0.89457 -5.26557
H 0.29682 -2.01381 -4.01854
H 0.22854 -3.96299 -5.53623
H 1.51867 -3.93515 -7.64082
H 2.89753 -1.96792 -8.21798
H 2.98023 -0.02542 -6.69481
H 1.67670 -0.04131 -4.59840
C 4.44834 -5.62276 4.28962
C 5.80411 -5.86076 4.11427
C 6.63178 -5.99861 5.21968
C 6.10290 -5.90420 6.49928
C 4.74649 -5.66855 6.67458
C 3.91991 -5.52503 5.56936
H 3.80294 -5.51362 3.42616
H 6.21586 -5.93869 3.11643
H 7.68989 -6.17946 5.08349
H 6.74837 -6.01423 7.36078
H 4.33414 -5.59617 7.67255
H 2.86220 -5.33708 5.70632
C 1.93553 7.27798 1.46413
C 2.42270 8.33325 0.70376
C 2.86457 8.10707 -0.59242
C 2.81274 6.82708 -1.12870
C 2.32381 5.77277 -0.36933
C 1.88901 5.99721 0.93040
H 1.59329 7.45352 2.47640
H 2.45827 9.33181 1.12097
H 3.24823 8.92823 -1.18473
H 3.15287 6.65153 -2.14171
H 2.27420 4.77258 -0.78300
H 1.51333 5.16970 1.51761
```

## Properties
Orbital gap: 8.36 eV

---

What are the M values for these records? In order: 1039.239, 1198.392, 1047.568 g/mol.